# C30H39BrN4O3Y

A molecular structure, C30H39BrN4O3Y at a distorted geometry (ωB97M-V with the def2-TZVPD basis set, OMol25).

```
78
Properties=species:S:1:pos:R:3:forces:R:3:lowdin_charge:R:1
Y -0.498030 -0.182935 0.635019 0.8 -1.5 -0.4 1.27
C 2.334374 1.681135 1.370114 0.0 0.2 0.2 -0.11
N 2.398822 0.959519 0.099779 -0.3 -0.1 0.1 -0.21
C 2.855961 1.910286 -0.911607 0.1 0.1 -0.4 -0.20
C 2.544841 1.599636 -2.375980 -0.2 0.0 0.1 -0.15
C 1.059791 1.717162 -2.747410 0.2 0.3 -0.4 -0.22
N 0.341312 0.501525 -2.494132 -0.6 -0.5 -0.2 -0.01
C -0.326313 -0.008275 -3.451756 0.7 0.7 0.0 -0.15
C -1.063338 -1.255617 -3.393204 -0.6 -0.4 0.4 -0.14
C -0.886499 -2.134111 -4.473704 0.0 0.0 0.1 -0.07
C -1.422671 -3.399044 -4.493692 0.2 -0.1 -0.3 -0.12
C -2.172858 -3.838185 -3.400235 0.0 0.1 -0.1 -0.10
C -2.438623 -2.978652 -2.370829 0.0 0.0 0.2 -0.01
C -1.951238 -1.651314 -2.360983 0.0 0.0 -0.3 -0.26
O -2.493380 -0.902934 -1.423317 0.1 -0.5 -0.2 -0.23
C 3.314469 -0.162138 0.295097 0.2 -0.4 0.0 -0.22
C 3.393533 -1.217779 -0.810542 -0.3 0.1 0.0 -0.16
C 2.023003 -1.722055 -1.292220 0.4 0.0 -0.4 -0.24
N 1.156365 -1.973349 -0.170266 -0.2 -0.2 0.1 -0.04
C 1.097526 -3.183665 0.260741 0.3 0.2 -0.4 -0.11
C 0.547828 -3.588854 1.508154 -0.3 0.1 0.6 -0.19
C 0.306797 -4.952907 1.730782 0.1 0.1 0.0 -0.07
C -0.162175 -5.412323 2.932770 0.0 -0.4 -0.1 -0.13
C -0.390786 -4.495365 3.964720 0.0 0.0 0.0 -0.11
C -0.142662 -3.162288 3.793304 0.0 0.2 0.1 -0.05
C 0.320585 -2.628414 2.556126 0.3 -0.7 0.0 -0.47
O 0.560531 -1.379439 2.416598 -0.3 0.6 -0.2 -0.22
H 3.323950 2.095173 1.639620 -0.1 -0.1 0.0 0.09
H 2.007643 1.009687 2.166175 0.0 0.0 0.0 0.08
H 1.619823 2.498106 1.287559 0.1 0.0 0.1 0.06
H 3.949747 2.053066 -0.814653 -0.1 0.0 0.1 0.12
H 2.372198 2.864077 -0.693178 0.1 0.0 0.0 0.11
H 2.907919 0.614241 -2.661822 0.1 0.0 -0.1 0.09
H 3.092749 2.338380 -2.972620 0.0 -0.1 0.1 0.11
H 0.985214 1.995590 -3.818880 0.0 0.0 0.2 0.11
H 0.599070 2.506179 -2.147044 0.0 0.1 0.0 0.10
H -0.296207 0.461274 -4.454093 0.1 0.0 0.2 0.13
H -0.270008 -1.796467 -5.296977 0.0 0.0 -0.1 0.10
H -1.252836 -4.049345 -5.341527 0.0 0.0 0.0 0.09
H -2.563370 -4.845512 -3.381449 -0.1 -0.1 0.0 0.10
H -3.050955 -3.276308 -1.531293 0.0 0.0 0.1 0.11
H 2.979002 -0.677006 1.200290 0.1 0.1 0.0 0.11
H 4.345817 0.212938 0.473979 -0.2 0.0 0.1 0.12
H 3.962125 -2.055784 -0.392126 0.0 0.0 0.0 0.11
H 3.955920 -0.846321 -1.671155 0.0 -0.1 0.0 0.09
H 2.176187 -2.632236 -1.900945 -0.1 0.2 0.1 0.12
H 1.552519 -0.951173 -1.900912 0.2 -0.3 0.0 0.06
H 1.556227 -3.988177 -0.343055 0.0 0.2 0.0 0.13
H 0.493172 -5.646297 0.917872 0.0 0.0 0.0 0.10
H -0.344630 -6.467917 3.085147 0.0 0.0 0.0 0.08
H -0.773381 -4.857696 4.911048 0.0 0.0 0.1 0.09
H -0.334531 -2.459729 4.593885 0.0 0.1 0.0 0.11
C -1.461830 4.234442 5.496076 0.1 0.0 -0.1 -0.07
C -1.360966 3.251259 4.369087 0.0 -0.1 -0.1 -0.28
C -1.737242 1.922383 4.521664 0.1 0.0 -0.2 -0.05
C -1.567375 1.039252 3.472839 0.1 0.1 0.0 -0.12
C -1.012021 1.449814 2.237570 -0.2 0.4 1.0 -0.29
Br -2.589593 -1.821587 1.496999 -0.1 0.0 0.1 0.07
N -0.695766 2.759276 2.117286 -0.1 0.0 -0.3 -0.03
C -0.861644 3.603251 3.126769 -0.1 0.3 0.3 -0.13
H -2.194540 3.899406 6.227795 -0.1 0.1 0.1 0.07
H -1.748505 5.219969 5.132557 0.0 0.1 0.1 0.07
H -0.497358 4.321460 6.000753 0.0 0.1 0.1 0.08
H -2.155056 1.579580 5.461246 0.0 0.0 0.1 0.10
H -1.872344 0.008276 3.608269 0.1 0.0 -0.1 0.04
H -0.569182 4.631345 2.928737 0.0 0.1 0.1 0.11
C -2.097866 0.442370 -1.054566 -0.6 1.0 -0.2 -0.29
H -3.014034 0.813804 -0.563929 0.2 -0.1 -0.1 0.04
H -1.964240 1.042973 -1.963433 -0.1 -0.1 0.2 0.03
C -1.925297 5.312244 -0.606970 0.4 -0.1 0.0 -0.09
C -0.420587 5.063752 -0.517824 -0.1 0.4 0.0 -0.35
O -0.076622 3.719720 -0.352670 0.0 -0.2 -0.1 -0.14
H -2.117597 6.379065 -0.706112 -0.1 0.1 0.0 0.06
H -2.416398 4.938469 0.289450 -0.1 0.0 0.1 0.07
H -2.339221 4.802202 -1.472260 -0.1 -0.1 -0.1 0.07
H -0.008216 5.675643 0.303998 0.0 0.0 -0.1 0.10
H 0.055644 5.391047 -1.451505 0.0 0.1 0.1 0.11
H -0.391130 3.396521 0.536431 0.1 0.0 0.1 0.02
```
Positions in Å, forces in eV/Å.

Total charge: -1
E_HOMO (eV): -4.220
Lowest unoccupied orbital energy (eV): 2.77
ΔE to the lowest compared entry with this formula, charge and spin (eV): 2.195
Molar mass (g/mol): 672.5



# C7H8NO5S

A gas-phase ion, C7H8NO5S (charge -1) at a distorted geometry (ωB97M-V with the def2-TZVPD basis set, OMol25).

```
22
Properties=species:S:1:pos:R:3:forces:R:3:nbo_charge:R:1
C 0.552961 0.939173 0.972042 1.2 0.8 0.9 0.65
C 2.161380 0.477211 -0.797280 0.8 0.4 -1.1 0.84
C 0.756555 -2.055117 0.142821 -0.1 1.2 1.4 -0.63
C 0.020761 -1.400169 -1.002729 -0.3 0.3 -2.0 -0.64
C -0.990737 0.945043 0.907650 0.7 -1.1 -2.0 -0.48
C 2.193426 -1.740289 0.364873 -0.2 -2.9 1.1 0.28
C -1.516932 2.198230 0.245997 0.5 1.8 -1.2 -0.63
N 1.148672 1.062583 -0.271532 -2.4 0.5 2.8 -0.73
O 1.054260 1.028264 2.115846 -0.5 -0.5 -2.1 -0.63
O 2.774642 0.799083 -1.791948 0.2 -0.3 -0.1 -0.65
O -1.969633 -1.606855 0.603904 0.0 1.1 0.4 -0.99
O -2.304715 -0.101981 -1.308778 0.1 0.8 0.1 -0.96
O 2.679593 -0.713313 -0.153203 1.4 1.5 -0.2 -0.51
S -1.445633 -0.511058 -0.217765 -0.4 -2.7 -1.0 2.08
H 0.408675 -1.708945 1.189173 0.2 -0.1 -1.3 0.28
H 0.493638 -3.103356 0.271632 0.5 -0.1 -0.4 0.25
H 0.620856 -0.701825 -1.706074 -1.1 -1.2 1.5 0.26
H -0.348273 -2.237731 -1.740590 -0.2 1.8 1.6 0.25
H -1.447365 0.728362 1.861965 0.1 -0.2 0.2 0.26
H -1.502609 2.162029 -0.944162 -0.1 0.0 2.8 0.27
H -0.846861 3.042837 0.592551 -0.5 -0.8 -0.6 0.22
H -2.492657 2.497826 0.665606 0.1 -0.5 -0.6 0.21
```
Positions in Å, forces in eV/Å.

Total charge: -1
E_HOMO (eV): -4.252
Lowest unoccupied orbital energy (eV): 3.25
ΔE to the lowest compared entry with this formula, charge and spin (eV): 3.800
Molar mass (g/mol): 218.2



# C36H36IO5OsP2

A molecular structure, C36H36IO5OsP2 at a distorted geometry (ωB97M-V with the def2-TZVPD basis set, OMol25).

```
81
Properties=species:S:1:pos:R:3:forces:R:3:lowdin_spin:R:1
Os 1.989476 -19.219679 8.154754 1.6 -4.8 1.4 1.58
O 3.550970 -22.932575 7.907917 -2.0 1.2 0.5 0.03
C 2.525719 -22.267434 8.081431 1.0 -1.4 -0.8 0.01
O 2.196934 -21.196148 7.404483 0.1 1.6 -1.2 0.17
C 1.421658 -22.597561 9.082504 1.3 -0.2 0.2 0.01
C 0.067461 -22.087515 8.680445 1.2 2.2 0.0 0.00
C -0.885973 -22.488163 9.749680 -0.6 -0.2 0.6 0.00
C -0.714285 -21.412797 10.851627 -0.5 0.1 0.3 0.00
C 0.640582 -20.778033 10.549128 -1.5 -0.6 -1.5 0.00
O 0.320082 -20.485289 9.089846 0.2 -0.6 0.5 0.01
C 1.767302 -21.791625 10.403111 0.1 -1.6 1.3 0.00
C 3.145029 -21.129503 10.402633 2.9 1.6 1.1 0.00
O 4.081273 -21.282454 11.202531 -2.9 -0.8 -1.2 0.01
O 3.340004 -20.190074 9.469996 -0.8 0.6 -0.4 0.02
H 1.379332 -23.675727 9.324406 0.2 0.5 -0.3 0.00
H -0.225291 -22.115183 7.602533 0.3 0.2 1.1 0.00
H -0.609725 -23.486295 10.140330 -0.2 0.5 -0.3 0.00
H -1.891809 -22.546471 9.372503 -0.5 0.0 0.1 0.00
H -0.805899 -21.834995 11.844033 0.1 -0.1 0.3 0.00
H -1.502867 -20.627290 10.755573 0.7 -0.5 0.1 0.00
H 0.828807 -19.907429 11.191976 0.2 0.0 -0.7 0.00
H 1.721148 -22.555658 11.224733 0.3 1.0 -0.4 0.00
C 2.080765 -16.558860 5.248306 0.1 -0.1 0.1 0.00
C 1.039738 -17.695660 5.181472 -0.3 -0.1 0.6 0.00
P 0.289528 -18.418900 6.728811 0.5 0.5 -0.9 0.02
C -0.717752 -19.749844 6.011643 -0.6 -0.5 -0.3 0.00
C -0.058133 -20.667467 5.168973 -1.1 -0.3 -0.2 0.00
C -0.837182 -21.448864 4.282850 0.7 0.0 0.5 0.00
C -2.217116 -21.339512 4.240398 0.3 0.5 1.0 0.00
C -2.871487 -20.546324 5.185566 0.7 0.0 -0.2 0.00
C -2.134209 -19.790649 6.095866 0.3 0.1 -0.2 0.00
C -0.848056 -17.253551 7.505425 -0.5 0.3 0.5 0.01
C -1.119886 -15.978949 6.974209 1.0 -0.6 0.0 0.00
C -1.998422 -15.132883 7.629931 0.0 0.3 -0.8 0.00
C -2.707004 -15.548755 8.737066 -0.4 -0.2 0.4 0.00
C -2.485765 -16.817453 9.268611 1.1 0.1 -0.1 0.00
C -1.507303 -17.640227 8.694347 -0.5 0.0 -0.3 0.00
C 3.171841 -16.585589 6.347706 0.0 0.3 0.3 0.01
P 3.811176 -18.124434 7.139756 -0.4 0.1 -2.0 0.09
C 4.407159 -19.180606 5.784319 -0.6 2.9 1.7 0.50
C 4.570581 -18.706284 4.483215 0.1 0.2 -3.0 0.11
C 4.428492 -19.624190 3.437213 0.4 4.0 0.5 0.28
C 4.250324 -20.989030 3.691816 -0.9 -2.5 0.6 0.40
C 4.382208 -21.444496 5.008507 -0.1 -0.9 0.0 0.04
C 4.604793 -20.557095 6.030777 0.2 -3.4 0.4 0.39
C 5.294818 -17.415187 7.901047 1.3 0.0 -0.1 0.02
C 5.330971 -16.112912 8.419683 0.5 -0.3 0.1 0.00
C 6.545311 -15.465998 8.624012 -0.3 -0.3 -0.3 0.01
C 7.740345 -16.036633 8.182015 -0.1 1.4 0.5 0.00
C 7.750113 -17.302999 7.687694 -1.2 -1.2 0.3 0.00
C 6.539700 -18.012916 7.604288 0.0 -1.2 -0.4 0.01
H 1.585273 -15.580978 5.351996 0.1 -0.3 -0.1 0.00
H 2.581096 -16.556300 4.271503 -0.2 0.0 0.2 0.00
H 1.517538 -18.599263 4.796217 0.1 0.0 -0.2 0.00
H 0.224291 -17.444503 4.497932 0.1 0.0 0.0 0.00
H 1.013656 -20.833925 5.268577 -0.1 0.2 -0.3 0.00
H -0.373202 -22.194756 3.642151 0.2 0.3 0.1 0.00
H -2.773102 -21.930986 3.552030 -0.4 -0.3 -0.5 0.00
H -3.943711 -20.496384 5.166999 -0.3 0.0 0.3 0.00
H -2.678398 -19.252181 6.871239 0.3 0.3 -0.3 0.00
H -0.564611 -15.632678 6.089212 -0.5 -0.2 0.4 0.00
H -2.135003 -14.150756 7.192893 -0.2 0.0 0.2 0.00
H -3.448135 -14.896886 9.196723 0.2 -0.1 -0.1 0.00
H -2.939292 -17.102958 10.209397 -0.2 -0.1 -0.2 0.00
H -1.322025 -18.621650 9.135539 0.1 0.2 -0.1 0.00
H 2.768213 -16.070742 7.224138 0.1 0.2 0.0 0.00
H 4.053105 -15.984462 6.053223 -0.5 -0.3 0.0 0.00
H 4.735699 -17.636316 4.288065 -0.2 -0.6 -0.1 0.00
H 4.378944 -19.310280 2.389666 0.3 0.2 0.5 0.01
H 3.956680 -21.624287 2.855654 0.3 -0.1 0.4 0.02
H 4.313572 -22.514909 5.222629 0.2 0.4 0.0 0.00
H 4.781327 -20.914700 7.042117 0.2 -0.1 -0.2 0.02
H 4.440385 -15.583228 8.685767 -0.4 0.1 0.1 0.00
H 6.515975 -14.508688 9.117901 0.2 0.2 -0.1 0.00
H 8.660631 -15.459311 8.222696 -0.1 -0.1 0.2 0.00
H 8.683981 -17.781148 7.484414 0.3 -0.3 -0.4 0.00
H 6.583894 -19.087098 7.274096 -0.1 1.2 0.2 0.01
I 3.215913 -16.952457 11.076690 -0.6 -0.9 -0.9 0.11
C 1.877625 -17.715535 9.390489 -0.4 1.9 2.4 0.05
H 1.740271 -16.764139 8.879077 -0.3 0.1 0.0 0.03
H 0.999378 -17.910021 10.049600 0.3 0.2 -0.6 0.03
```
Positions in Å, forces in eV/Å.

Total charge: +1
E_HOMO (spin up / spin down) (eV): -7.991 / -11.536
<S²>: 6.056
Lowest unoccupied orbital energy (spin up / spin down) (eV): -2.99 / -5.55
ΔE to the lowest compared entry with this formula, charge and spin (eV): 0.000
Multiplicity: 5
Molar mass (g/mol): 927.8